The following is a quantum chemistry calculation of 4 unconnected molecules or ions with the total composition C2H12NO4 at a distorted geometry, from the Open Molecules 2025 dataset.

XYZ file:
```
19
C2H12NO4 the ωB97M-V functional and the def2-TZVPD basis
O -0.603 -1.986 -0.645
O -0.423 -1.106 1.671
O -1.611 2.688 -2.071
O 2.421 -1.903 -1.124
N -0.822 0.908 -0.125
C 0.532 -0.115 1.763
C 0.301 1.092 0.785
H -1.635 0.712 0.455
H -0.508 -1.584 0.347
H -1.206 2.216 -1.309
H 0.488 0.338 2.765
H 0.092 2.002 1.369
H 1.151 1.363 0.143
H 1.490 -2.005 -1.361
H -0.719 0.105 -0.697
H -1.477 2.065 -2.788
H -1.461 -2.413 -0.576
H 1.526 -0.549 1.574
H 2.464 -1.829 -0.174
```

Properties
Kohn-Sham gap, eV: 8.03
Lowest unoccupied orbital energy, eV: 4.01
Net charge: -1
E_HOMO, eV: -4.0